[1]
Density functional theory data (wB97M-V/def2-TZVPD) for a cluster of 13 separate species, C38H78BF3N24O17 in total in a non-equilibrium geometry.

Results
Electronic energy, eV: -120074.1369
E_HOMO, eV: -8.5
Strongest force on any atom, eV/Å: 3.97
LUMO level, eV: -0.97

ORCA input file:
```
! RIJCOSX wB97M-V def2-TZVPD def2/J DEFGRID3
* xyz 0 1
C 0.15 -0.36 7.30
C 0.83 0.08 5.91
C 1.63 -1.21 5.31
C 1.11 -1.66 3.85
C 0.33 -3.09 3.88
C -1.15 -2.98 4.52
C -2.29 -2.79 3.37
C -2.67 -1.25 3.27
C -3.30 -0.60 4.56
C -3.69 0.90 4.57
C -3.43 1.79 3.29
B -3.85 3.35 3.42
O -4.71 4.06 2.49
O -3.40 4.17 4.55
C -2.04 3.82 4.94
C -2.84 1.18 2.01
C -2.47 -0.35 2.02
C -1.87 -0.96 0.66
O -2.08 -2.13 0.24
C -0.96 -0.01 -0.27
C 0.19 -0.52 -1.17
C 1.01 0.45 -2.10
C 2.15 -0.20 -3.01
C 1.65 -0.16 -4.56
O 1.90 -1.43 -5.26
C 0.71 -2.24 -5.27
C 1.15 -3.81 -5.36
F 0.79 -4.38 -6.62
F 0.47 -4.60 -4.37
F 2.54 -3.99 -5.17
C 0.64 1.97 -2.09
C -0.53 2.48 -1.17
C -1.34 1.50 -0.26
C -2.57 1.98 0.66
O -3.25 2.94 0.21
H -0.67 0.35 7.65
H 0.94 -0.36 8.14
H -0.26 -1.42 7.16
H 0.06 0.49 5.17
H 1.56 0.94 6.14
H 2.72 -0.86 5.19
H 1.65 -2.06 6.08
H 2.03 -1.82 3.18
H 0.49 -0.83 3.36
H 0.30 -3.45 2.79
H 0.96 -3.82 4.49
H -1.42 -3.88 5.19
H -1.12 -2.07 5.23
H -3.23 -3.33 3.76
H -1.86 -3.25 2.42
H -3.48 -1.25 5.48
H -4.15 1.34 5.52
H -5.12 3.40 1.89
H -1.37 3.78 4.02
H -1.98 2.82 5.53
H -1.71 4.63 5.70
H 0.43 -1.63 -1.19
H 3.17 0.29 -2.93
H 2.22 -1.32 -2.74
H 0.53 0.14 -4.63
H 2.24 0.63 -5.16
H 0.03 -2.05 -6.17
H 0.07 -2.11 -4.31
H 1.21 2.67 -2.78
H -0.80 3.58 -1.17
C 1.07 -2.06 -10.30
O 0.74 -1.36 -11.25
N 2.33 -2.55 -10.16
N 0.22 -2.40 -9.31
H 2.62 -3.12 -9.40
H 3.00 -2.31 -10.88
H -0.73 -2.06 -9.38
H 0.47 -2.98 -8.53
C 3.82 -3.52 1.52
O 3.26 -3.08 2.52
N 3.73 -2.91 0.32
N 4.56 -4.65 1.54
H 4.18 -3.25 -0.51
H 3.19 -2.06 0.27
H 4.65 -5.14 2.41
H 5.03 -5.02 0.73
C 7.66 -3.58 -0.77
O 6.44 -3.48 -0.87
N 8.37 -2.89 0.16
N 8.40 -4.39 -1.56
H 9.36 -2.95 0.26
H 7.85 -2.28 0.77
H 7.90 -4.92 -2.26
H 9.39 -4.48 -1.50
C -1.35 6.01 -4.08
O -0.45 6.79 -3.80
N -1.75 5.76 -5.34
N -2.03 5.31 -3.13
H -2.49 5.12 -5.58
H -1.28 6.25 -6.08
H -1.77 5.46 -2.17
H -2.77 4.66 -3.34
C 4.03 2.32 0.19
O 3.38 1.29 0.23
N 4.49 2.86 -0.97
N 4.35 3.03 1.30
H 5.03 3.70 -1.02
H 4.27 2.36 -1.82
H 4.02 2.67 2.18
H 4.88 3.88 1.29
C -3.63 1.81 -3.73
O -4.28 2.85 -3.64
N -3.12 1.37 -4.90
N -3.38 1.02 -2.66
H -2.59 0.52 -5.00
H -3.29 1.93 -5.72
H -3.74 1.32 -1.77
H -2.85 0.17 -2.71
C -4.75 -4.79 1.19
O -4.74 -3.87 1.99
N -4.12 -4.71 -0.01
N -5.40 -5.96 1.42
H -4.12 -5.46 -0.69
H -3.63 -3.86 -0.22
H -5.88 -6.05 2.30
H -5.42 -6.72 0.77
C 2.01 2.24 -8.29
O 2.03 3.16 -7.49
N 2.64 2.30 -9.49
N 1.35 1.08 -8.05
H 2.63 1.55 -10.16
H 3.13 3.15 -9.71
H 0.88 1.00 -7.17
H 1.33 0.31 -8.69
C -2.37 7.06 8.28
O -1.47 7.84 8.56
N -2.76 6.82 7.00
N -3.05 6.36 9.22
H -3.50 6.18 6.75
H -2.28 7.32 6.27
H -2.79 6.51 10.18
H -3.79 5.71 9.01
C 0.39 2.01 10.21
O 0.67 1.57 9.11
N -0.07 3.27 10.40
N 0.51 1.27 11.34
H -0.31 3.65 11.29
H -0.18 3.85 9.58
H 0.85 0.33 11.25
H 0.28 1.62 12.26
C 2.24 -7.70 2.12
O 2.26 -6.78 2.93
N 2.87 -7.62 0.91
N 1.61 -8.87 2.35
H 2.87 -8.36 0.24
H 3.35 -6.76 0.70
H 1.13 -8.97 3.23
H 1.59 -9.64 1.70
C -4.54 5.01 -7.57
O -3.65 5.80 -7.30
N -4.95 4.77 -8.84
N -5.22 4.32 -6.62
H -5.68 4.13 -9.08
H -4.47 5.26 -9.58
H -4.95 4.47 -5.66
H -5.95 3.67 -6.82
*
```


[2]
Density functional theory data (wB97M-V/def2-TZVPD) for a structure of composition C41H42BN8OPdS.

Results
Electronic energy, eV: -72157.4493
Relative energy (zero: lowest compared OMol25 entry of this formula, charge and spin), kcal per mole: 0.00
E_HOMO, eV: -10.9
Strongest force on any atom, eV/Å: 0.62
LUMO level, eV: -3.63

ORCA input file:
```
! RIJCOSX wB97M-V def2-TZVPD def2/J DEFGRID3
* xyz 1 1
Pd -0.53 -1.11 0.11
C -2.05 -6.20 0.72
C -2.25 -4.77 0.35
C -3.37 -4.15 -0.17
C -3.02 -2.80 -0.33
N -1.76 -2.65 0.07
N -1.28 -3.84 0.48
B 0.18 -3.97 1.00
N 0.31 -3.02 2.22
N -0.13 -1.74 2.13
C -0.04 -1.18 3.32
C 0.49 -2.11 4.23
C 0.68 -3.27 3.50
C 1.20 -4.59 3.94
C -0.43 0.22 3.56
C -1.37 0.86 2.76
C -1.71 2.19 2.99
C -1.10 2.90 4.02
C -0.17 2.26 4.83
C 0.15 0.93 4.61
N 1.11 -3.55 -0.18
N 0.85 -2.42 -0.85
C 1.71 -2.31 -1.86
C 2.58 -3.41 -1.83
C 2.15 -4.19 -0.76
C 2.70 -5.48 -0.25
C 1.69 -1.14 -2.75
C 2.86 -0.72 -3.38
C 2.87 0.42 -4.17
C 1.71 1.16 -4.35
C 0.52 0.72 -3.76
C 0.52 -0.42 -2.97
C -3.83 -1.69 -0.85
C -5.14 -1.92 -1.25
C -5.93 -0.90 -1.74
C -5.43 0.39 -1.83
C -4.13 0.65 -1.43
C -3.34 -0.38 -0.95
H -2.96 -6.75 0.52
H -1.24 -6.65 0.15
H -1.81 -6.30 1.78
H -4.31 -4.62 -0.39
H 0.45 -5.08 1.34
H 0.67 -1.98 5.28
H 1.51 -4.53 4.98
H 0.45 -5.37 3.86
H 2.06 -4.90 3.35
H -1.90 0.31 1.99
H -2.46 2.66 2.37
H -1.36 3.93 4.19
H 0.29 2.80 5.64
H 0.89 0.45 5.24
H 3.37 -3.65 -2.52
H 3.58 -5.75 -0.83
H 2.98 -5.41 0.80
H 1.97 -6.29 -0.34
H 3.78 -1.28 -3.23
H 3.79 0.74 -4.64
H 1.72 2.05 -4.97
H -0.40 1.25 -3.95
H -0.42 -0.78 -2.57
H -5.55 -2.92 -1.19
H -6.95 -1.11 -2.05
H -6.05 1.20 -2.21
H -3.72 1.65 -1.50
H -2.32 -0.15 -0.64
C -2.03 5.35 -0.73
C -1.51 3.94 -0.45
C -0.20 3.69 -1.18
N 0.36 2.36 -0.90
C 0.95 1.94 0.20
S 1.30 0.29 0.46
N 1.33 2.83 1.16
C 2.08 4.04 1.07
O 2.11 4.75 2.05
C 2.82 4.34 -0.18
C 3.32 3.34 -1.01
C 4.07 3.69 -2.13
C 4.32 5.02 -2.41
C 3.83 6.02 -1.57
C 3.09 5.68 -0.46
H -2.96 5.54 -0.20
H -2.21 5.50 -1.79
H -1.30 6.10 -0.40
H -2.25 3.20 -0.77
H -1.35 3.80 0.62
H 0.52 4.46 -0.93
H -0.34 3.74 -2.26
H 0.18 1.63 -1.58
H 1.26 2.48 2.11
H 3.18 2.29 -0.78
H 4.47 2.91 -2.76
H 4.92 5.29 -3.27
H 4.04 7.06 -1.78
H 2.71 6.44 0.22
*
```


> Among the records above, which one has the lowest E_HOMO?

C41H42BN8OPdS


> Number 2 is which compound?

C41H42BN8OPdS